7 unconnected molecules or ions with the total composition C53H76BrClO16Si, computed with the ωB97M-V functional and the def2-TZVPD basis.

Last columns: bonded neighbours and bond lengths (Å).
Cartesian coordinates (Å):
1 C 3.2513 -0.5905 -0.8559  C2 1.518, H37 1.089, H38 1.091, H39 1.089
2 C 2.6121 0.6067 -1.5363  C1 1.518, Cl3 1.802, C4 1.548, H40 1.087
3 Cl 2.5330 2.0065 -0.4035  C2 1.802
4 C 1.2239 0.3685 -2.1795  C2 1.548, C5 1.498, H41 1.090, H42 1.091
5 C 0.5536 -0.9413 -1.8959  C4 1.498, C6 1.332, C35 1.502
6 C 0.0322 -1.3655 -0.7455  C5 1.332, Br7 1.867, C8 1.497
7 Br -0.0248 -0.3252 0.8042  C6 1.867
8 C -0.5435 -2.7427 -0.6353  C6 1.497, O9 1.203, C10 1.496
9 O -0.4969 -3.3714 0.3899  C8 1.203
10 C -1.1696 -3.2916 -1.8785  C8 1.496, C11 1.501, C28 1.338
11 C -2.3118 -4.2504 -1.7072  C10 1.501, C12 1.549, H43 1.092, H44 1.089
12 C -3.6574 -3.5526 -2.0263  C11 1.549, C13 1.538, H45 1.091, H46 1.092
13 C -4.5219 -3.1776 -0.8108  C12 1.538, C14 1.531, H47 1.093, H48 1.093
14 C -5.1949 -1.8215 -1.0365  C13 1.531, C15 1.520, H49 1.095, H50 1.095
15 C -6.3977 -1.5172 -0.1586  C14 1.520, C16 1.531, H51 1.093, H52 1.093
16 C -6.8881 -0.0782 -0.3432  C15 1.531, C17 1.544, H53 1.091, H54 1.093
17 C -7.5207 0.1640 -1.7308  C16 1.544, C18 1.549, H55 1.090, H56 1.091
18 C -7.1325 1.5086 -2.3955  C17 1.549, Si19 1.885, H57 1.094, H58 1.093
19 Si -6.1105 1.4323 -3.9778  C18 1.885, C20 1.879, C21 1.878, C22 1.887
20 C -4.5636 0.3812 -3.7939  Si19 1.879, H59 1.091, H60 1.094, H61 1.092
21 C -5.5933 3.1934 -4.3737  Si19 1.878, H62 1.091, H63 1.093, H64 1.090
22 C -7.1998 0.8117 -5.3877  Si19 1.887, C23 1.399, C27 1.399
23 C -7.9441 -0.3686 -5.2892  C22 1.399, C24 1.389, H65 1.084
24 C -8.7356 -0.8158 -6.3393  C23 1.389, C25 1.390, H66 1.083
25 C -8.8057 -0.0880 -7.5219  C24 1.390, C26 1.390, H67 1.083
26 C -8.0742 1.0872 -7.6431  C25 1.390, C27 1.390, H68 1.082
27 C -7.2814 1.5248 -6.5885  C22 1.399, C26 1.390, H69 1.083
28 C -0.6956 -2.8616 -3.0532  C10 1.338, C29 1.499, C35 1.495
29 C -1.2270 -3.2278 -4.4057  C28 1.499, C30 1.543, H70 1.092, H71 1.090
30 C -1.7353 -1.9701 -5.1416  C29 1.543, C31 1.544, H72 1.090, H73 1.093
31 C -2.7347 -2.2791 -6.2772  C30 1.544, C32 1.513, H74 1.092, H75 1.088
32 C -2.0572 -2.1955 -7.6279  C31 1.513, O33 1.195, O34 1.359
33 O -2.0164 -1.2029 -8.2922  C32 1.195
34 O -1.4356 -3.3240 -8.0600  C32 1.359, H76 0.963
35 C 0.4585 -1.9120 -3.0385  C5 1.502, C28 1.495, O36 1.208
36 O 1.2799 -1.9079 -3.9248  C35 1.208
37 H 2.9217 -0.6898 0.1777  C1 1.089
38 H 4.3333 -0.4590 -0.8169  C1 1.091
39 H 3.0387 -1.4986 -1.4188  C1 1.089
40 H 3.2750 0.9528 -2.3254  C2 1.087
41 H 1.3673 0.4268 -3.2581  C4 1.090
42 H 0.5297 1.1664 -1.9115  C4 1.091
43 H -2.1668 -5.1097 -2.3650  C11 1.092
44 H -2.2933 -4.6397 -0.6898  C11 1.089
45 H -4.2316 -4.2068 -2.6832  C12 1.091
46 H -3.4335 -2.6263 -2.5598  C12 1.092
47 H -3.8991 -3.1379 0.0861  C13 1.093
48 H -5.2880 -3.9398 -0.6497  C13 1.093
49 H -4.4360 -1.0438 -0.9016  C14 1.095
50 H -5.5101 -1.7982 -2.0845  C14 1.095
51 H -6.1279 -1.6681 0.8902  C15 1.093
52 H -7.2132 -2.2001 -0.4110  C15 1.093
53 H -7.6377 0.1246 0.4232  C16 1.091
54 H -6.0471 0.6039 -0.1947  C16 1.093
55 H -8.6041 0.1360 -1.6117  C17 1.090
56 H -7.2777 -0.6839 -2.3736  C17 1.091
57 H -8.0434 2.0400 -2.6884  C18 1.094
58 H -6.5986 2.1386 -1.6803  C18 1.093
59 H -3.7563 0.7709 -4.4160  C20 1.091
60 H -4.2333 0.4137 -2.7519  C20 1.094
61 H -4.7247 -0.6680 -4.0500  C20 1.092
62 H -4.9026 3.2369 -5.2166  C21 1.091
63 H -6.4837 3.7657 -4.6473  C21 1.093
64 H -5.1314 3.6752 -3.5115  C21 1.090
65 H -7.9420 -0.9641 -4.3829  C23 1.084
66 H -9.2960 -1.7358 -6.2246  C24 1.083
67 H -9.4255 -0.4378 -8.3377  C25 1.083
68 H -8.1154 1.6587 -8.5613  C26 1.082
69 H -6.7217 2.4421 -6.7228  C27 1.083
70 H -0.4351 -3.7073 -4.9856  C29 1.092
71 H -2.0682 -3.9117 -4.2910  C29 1.090
72 H -0.8935 -1.4056 -5.5430  C30 1.090
73 H -2.2290 -1.3182 -4.4167  C30 1.093
74 H -3.1879 -3.2622 -6.1356  C31 1.092
75 H -3.5279 -1.5342 -6.2949  C31 1.088
76 H -1.4936 -4.0135 -7.3896  O34 0.963
77 O 5.8731 0.2469 1.1285  C78 1.199
78 C 5.4428 0.7989 2.1017  O77 1.199, O79 1.352, C82 1.516
79 O 4.1352 0.7542 2.4408  C78 1.352, C80 1.442
80 C 3.8943 1.5828 3.5965  O79 1.442, C81 1.523, H83 1.092, H84 1.087
81 C 5.2423 1.7022 4.2942  C80 1.523, C82 1.525, H85 1.086, H86 1.088
82 C 6.2043 1.6340 3.1123  C78 1.516, C81 1.525, H87 1.092, H88 1.086
83 H 3.5128 2.5455 3.2485  C80 1.092
84 H 3.1323 1.0991 4.2028  C80 1.087
85 H 5.3390 2.5982 4.9003  C81 1.086
86 H 5.3983 0.8471 4.9493  C81 1.088
87 H 6.3896 2.6145 2.6691  C82 1.092
88 H 7.1574 1.1682 3.3455  C82 1.086
89 O 7.5115 2.0004 6.6239  C90 1.200
90 C 7.1415 1.1233 7.3550  O89 1.200, O91 1.354, C94 1.510
91 O 5.8328 0.7936 7.4620  C90 1.354, C92 1.444
92 C 5.6564 -0.2206 8.4745  O91 1.444, C93 1.522, H95 1.092, H96 1.087
93 C 7.0142 -0.8981 8.5958  C92 1.522, C94 1.530, H97 1.087, H98 1.088
94 C 7.9668 0.2561 8.2762  C90 1.510, C93 1.530, H99 1.089, H100 1.086
95 H 5.3505 0.2742 9.3986  C92 1.092
96 H 4.8615 -0.8875 8.1493  C92 1.087
97 H 7.1746 -1.3541 9.5699  C93 1.087
98 H 7.1068 -1.6822 7.8469  C93 1.088
99 H 8.2208 0.8457 9.1562  C94 1.089
100 H 8.8776 -0.0690 7.7815  C94 1.086
101 O 6.9864 6.2646 -3.0906  C102 1.194
102 C 6.6794 5.2679 -2.5085  O101 1.194, O103 1.355, C106 1.519
103 O 5.9318 5.2901 -1.3786  C102 1.355, C104 1.438
104 C 5.7927 3.9633 -0.8421  O103 1.438, C105 1.523, H107 1.093, H108 1.087
105 C 6.0336 3.0253 -2.0179  C104 1.523, C106 1.528, H109 1.088, H110 1.091
106 C 7.0257 3.8303 -2.8557  C102 1.519, C105 1.528, H111 1.091, H112 1.086
107 H 6.5365 3.8332 -0.0521  C104 1.093
108 H 4.7983 3.8624 -0.4155  C104 1.087
109 H 6.3908 2.0452 -1.7087  C105 1.088
110 H 5.1032 2.8902 -2.5721  C105 1.091
111 H 8.0598 3.6525 -2.5554  C106 1.091
112 H 6.9364 3.6721 -3.9265  C106 1.086
113 O 7.2935 -3.9577 7.1998  C114 1.197
114 C 7.3411 -4.1907 6.0266  O113 1.197, O115 1.350, C118 1.518
115 O 6.6970 -5.2398 5.4725  C114 1.350, C116 1.439
116 C 6.9937 -5.3291 4.0668  O115 1.439, C117 1.525, H119 1.092, H120 1.087
117 C 7.4325 -3.9260 3.6604  C116 1.525, C118 1.528, H121 1.087, H122 1.091
118 C 8.0843 -3.4235 4.9479  C114 1.518, C117 1.528, H123 1.091, H124 1.087
119 H 7.7875 -6.0668 3.9336  C116 1.092
120 H 6.0999 -5.6742 3.5541  C116 1.087
121 H 8.0882 -3.9214 2.7930  C117 1.087
122 H 6.5577 -3.3185 3.4261  C117 1.091
123 H 9.1402 -3.6914 5.0124  C118 1.091
124 H 7.9816 -2.3532 5.1072  C118 1.087
125 O 10.0348 2.4538 9.9251  C126 1.195
126 C 9.2388 3.3448 9.9349  O125 1.195, O127 1.356, C130 1.516
127 O 7.9071 3.1303 10.0722  C126 1.356, C128 1.440
128 C 7.1849 4.3679 9.9296  O127 1.440, C129 1.525, H131 1.092, H132 1.087
129 C 8.1968 5.4625 10.2518  C128 1.525, C130 1.528, H133 1.088, H134 1.091
130 C 9.5007 4.8284 9.7694  C126 1.516, C129 1.528, H135 1.091, H136 1.086
131 H 6.8179 4.4278 8.9031  C128 1.092
132 H 6.3385 4.3446 10.6115  C128 1.087
133 H 7.9557 6.4111 9.7776  C129 1.088
134 H 8.2384 5.6221 11.3299  C129 1.091
135 H 9.6838 5.0169 8.7105  C130 1.091
136 H 10.3761 5.1205 10.3419  C130 1.086
137 O -10.2490 -1.8222 -2.8705  C138 1.197
138 C -11.1017 -1.0465 -3.1917  O137 1.197, O139 1.353, C142 1.514
139 O -12.4179 -1.3580 -3.1412  C138 1.353, C140 1.439
140 C -13.2096 -0.2811 -3.6743  O139 1.439, C141 1.526, H143 1.092, H144 1.087
141 C -12.3333 0.9618 -3.5520  C140 1.526, C142 1.528, H145 1.088, H146 1.091
142 C -10.9359 0.3654 -3.7136  C138 1.514, C141 1.528, H147 1.090, H148 1.087
143 H -13.4479 -0.5168 -4.7137  C140 1.092
144 H -14.1331 -0.2259 -3.1038  C140 1.087
145 H -12.5810 1.7289 -4.2821  C141 1.088
146 H -12.4408 1.3935 -2.5560  C141 1.091
147 H -10.6265 0.3025 -4.7572  C142 1.090
148 H -10.1697 0.8906 -3.1500  C142 1.087

SMILES: C[C@H](Cl)CC1=C(Br)C(=O)C(CCCCCCCC[Si](C)(C)c2ccccc2)=C(CCCC(=O)O)C1=O.O=C1CCCO1.O=C1CCCO1.O=C1CCCO1.O=C1CCCO1.O=C1CCCO1.O=C1CCCO1
HOMO-LUMO gap: 8.215 eV
Energy: -179399.4077 eV
HOMO energy: -9.4 eV